No. 1
88
Properties=species:S:1:pos:R:3:forces:R:3:lowdin_charge:R:1 method="wB97M-V/def2-TZVPD" orbital_gap_ev="6.991 / 7.075" spin_multiplicity=2 lumo_ev="-2.927 / -2.856" s2=0.75 relative_energy_kcal_mol=1.4 charge=+1 largest_force_ev_per_a=0.39
Ge 1.940 -1.998 -0.627 0.12 0.16 -0.12 1.068
Ti -0.327 -0.093 0.392 -0.22 0.13 0.17 1.073
Cl -3.953 3.571 -2.391 -0.02 0.01 0.00 0.727
O 0.098 -1.441 -1.102 0.00 0.02 0.23 -0.442
O 2.571 -0.411 -1.345 -0.17 -0.13 0.14 -0.372
O 1.339 -1.111 1.014 -0.12 -0.11 -0.08 -0.447
N -0.995 1.203 -1.316 0.09 0.07 0.03 -0.017
N -1.633 -1.589 1.298 0.19 0.05 -0.04 0.035
N -1.745 0.951 1.506 0.11 0.01 -0.12 -0.040
N 0.654 1.790 0.891 0.02 -0.26 -0.28 0.030
C 0.284 -1.876 -3.471 -0.04 -0.05 -0.03 -0.026
C 4.974 -0.477 -1.043 0.06 0.03 -0.05 -0.041
C 1.567 4.378 1.208 0.07 -0.08 -0.05 0.022
C -1.484 2.282 1.803 0.01 0.18 0.06 -0.204
C -0.226 2.441 -3.201 -0.02 -0.05 -0.02 -0.015
C -2.319 -3.811 1.808 -0.11 -0.07 0.04 -0.018
C 3.857 1.128 -2.599 0.00 -0.03 0.01 -0.024
C -0.614 4.977 2.230 -0.05 0.04 0.06 -0.033
C -1.837 4.544 2.645 0.07 0.11 0.02 -0.058
C 0.258 4.050 1.619 -0.02 -0.04 0.04 -0.145
C -5.222 -0.078 2.543 -0.13 -0.11 0.03 -0.058
C 2.292 -2.734 2.544 0.01 -0.01 0.03 -0.045
C -3.538 -3.363 2.248 0.15 -0.07 -0.02 0.027
C -2.928 0.304 1.827 -0.17 -0.10 0.04 -0.206
C 3.922 -1.300 -3.163 0.07 0.00 -0.02 -0.050
C 2.376 3.418 0.663 -0.02 0.06 0.03 -0.018
C -3.818 -1.984 2.243 -0.03 0.12 -0.15 -0.144
C 3.242 -0.431 2.351 0.02 -0.08 0.03 -0.012
C -2.419 2.790 -2.357 0.02 0.01 -0.02 -0.632
C 1.967 -1.263 2.311 0.05 0.07 0.04 -0.653
C -2.163 1.843 -1.382 0.04 -0.03 0.02 -0.135
C -1.393 -2.882 1.322 0.06 -0.07 -0.02 -0.115
C 1.875 2.117 0.520 0.00 0.00 0.05 -0.110
C -1.438 3.106 -3.283 -0.04 0.00 0.03 -0.054
C -1.950 -1.471 -2.413 -0.02 -0.01 -0.04 -0.017
C -4.182 0.789 2.144 0.12 0.08 -0.06 -0.006
C 3.824 -0.286 -2.027 0.03 0.05 -0.04 -0.704
C -0.044 1.490 -2.213 0.06 0.11 -0.01 -0.120
C -2.809 -1.120 1.783 0.03 -0.04 0.18 -0.146
C 0.981 -0.772 3.364 0.00 0.03 -0.03 -0.016
C -5.055 -1.427 2.639 -0.11 0.04 0.02 -0.031
C -0.172 2.724 1.430 -0.05 0.11 -0.01 -0.150
C -2.274 3.219 2.445 0.01 -0.15 -0.04 0.002
C -0.723 -3.577 -1.943 0.00 0.01 -0.02 -0.038
C -0.567 -2.084 -2.225 0.01 0.05 -0.03 -0.646
H -6.176 0.368 2.793 -0.02 -0.03 0.02 0.114
H -0.240 -2.262 -4.346 0.01 0.00 -0.01 0.102
H -1.074 -4.078 -2.846 -0.01 -0.01 -0.01 0.098
H 3.018 1.275 -3.284 0.01 0.00 -0.01 0.078
H -2.527 -2.096 -3.095 -0.01 -0.02 -0.01 0.101
H -4.290 -4.053 2.608 0.00 -0.02 -0.01 0.129
H 2.470 1.323 0.082 -0.03 0.02 -0.01 0.092
H 3.887 -2.324 -2.783 0.00 0.00 0.00 0.070
H -2.512 5.225 3.148 0.02 0.03 -0.01 0.114
H 0.490 -0.817 -3.628 0.00 -0.02 0.00 0.079
H 3.107 -1.159 -3.874 0.01 0.01 0.02 0.076
H 4.865 -1.178 -3.698 0.00 -0.01 -0.01 0.094
H 0.573 2.656 -3.896 0.00 -0.01 -0.01 0.118
H 3.893 -0.685 1.512 -0.03 0.01 0.05 0.067
H -2.910 1.594 -0.640 -0.01 0.00 -0.01 0.115
H 4.929 0.272 -0.249 -0.01 -0.02 -0.01 0.078
H 1.235 -2.408 -3.392 -0.03 0.01 0.00 0.069
H -0.433 -3.202 0.940 -0.01 0.01 -0.02 0.101
H -1.460 -3.756 -1.160 0.02 0.01 0.02 0.074
H 3.064 -3.091 1.860 -0.01 0.01 -0.01 0.070
H -1.900 -0.472 -2.841 -0.01 -0.06 0.00 0.073
H 3.018 0.635 2.318 0.00 0.00 -0.01 0.077
H 0.225 -4.034 -1.658 0.00 0.01 0.01 0.064
H -1.626 3.854 -4.041 0.00 0.00 -0.01 0.120
H -5.851 -2.075 2.979 -0.01 0.02 0.01 0.118
H 3.385 3.637 0.346 0.00 0.02 0.00 0.113
H 0.890 0.943 -2.120 -0.01 0.00 0.02 0.091
H 3.787 -0.630 3.276 0.01 0.00 0.00 0.101
H 1.918 5.394 1.342 0.01 0.00 -0.01 0.127
H -4.425 1.835 2.088 0.07 0.06 -0.02 0.093
H 4.940 -1.472 -0.592 -0.01 -0.01 0.00 0.078
H 2.661 -2.867 3.561 0.01 -0.02 0.00 0.099
H 0.106 -1.422 3.424 0.00 0.01 -0.01 0.083
H 0.650 0.246 3.139 0.01 -0.01 0.01 0.076
H -0.290 5.998 2.381 -0.01 0.01 0.00 0.117
H 1.458 -0.754 4.344 0.01 -0.02 0.01 0.101
H -2.488 -1.430 -1.462 0.01 0.01 -0.01 0.086
H -3.238 2.969 2.844 -0.03 -0.07 -0.01 0.085
H 5.935 -0.374 -1.550 0.00 0.00 0.01 0.094
H 4.781 1.307 -3.150 0.00 -0.01 0.00 0.096
H 3.788 1.868 -1.800 -0.01 0.01 -0.01 0.072
H -2.062 -4.861 1.813 -0.02 -0.01 0.00 0.118
H 1.404 -3.356 2.423 0.00 0.02 0.00 0.079

***

No. 2
36
Properties=species:S:1:pos:R:3:forces:R:3:lowdin_charge:R:1 method="wB97M-V/def2-TZVPD" orbital_gap_ev="7.737 / 8.523" spin_multiplicity=2 lumo_ev="-5.157 / -4.374" s2=0.76 charge=+1 largest_force_ev_per_a=1.30
Co 0.028 0.369 0.483 0.76 -0.70 0.79 0.748
O 1.961 -5.434 2.364 0.12 0.08 -0.04 0.130
O 1.912 0.107 0.507 -1.04 0.36 -0.28 -0.039
O 3.485 -1.433 0.873 -0.18 0.09 0.02 0.116
O -0.373 1.845 2.010 0.10 0.11 0.08 -0.102
O 3.526 -3.979 1.761 0.44 0.04 0.00 0.161
N -0.845 0.528 -1.330 0.03 -0.12 -0.19 0.018
N -0.829 -2.508 1.598 -0.22 -0.01 0.05 0.057
N -0.022 -1.511 1.225 0.43 0.70 -0.64 0.018
C 1.220 -1.996 1.273 0.04 -0.17 0.11 -0.106
C 2.286 -4.344 1.975 -0.55 -0.06 0.03 -0.496
C -1.056 -0.250 -3.574 -0.03 0.05 -0.01 -0.025
C -0.695 -0.430 -2.255 -0.03 -0.05 -0.07 -0.083
C -1.369 1.715 -1.684 -0.05 0.07 -0.13 -0.256
C -1.591 0.974 -3.949 0.01 -0.02 0.05 -0.013
C -0.128 3.139 0.021 -0.30 -0.21 0.24 -0.149
C 2.326 -1.065 0.855 0.18 -0.47 0.21 -0.514
C 1.206 -3.329 1.713 0.02 0.17 -0.05 -0.019
C -1.497 2.736 -0.585 0.17 -0.09 0.03 -0.109
C -0.133 -3.608 1.910 0.25 -0.12 0.01 0.038
C -0.143 3.195 1.538 0.00 0.20 -0.19 -0.189
C -1.751 1.964 -2.992 -0.01 -0.01 0.05 0.013
H -1.826 -2.381 1.646 -0.05 0.06 0.00 0.177
H -1.878 1.156 -4.976 0.00 0.00 0.01 0.125
H -0.586 -4.524 2.253 -0.07 0.05 0.00 0.156
H -0.085 1.766 2.927 -0.07 -0.04 0.00 0.126
H -0.941 3.841 1.907 0.02 -0.01 0.02 0.135
H 0.191 4.104 -0.366 0.11 -0.04 -0.08 0.136
H 0.654 2.416 -0.273 0.09 0.13 -0.09 0.109
H -2.166 2.928 -3.250 0.00 0.00 -0.01 0.126
H -0.267 -1.366 -1.919 0.01 0.03 0.04 0.122
H -2.123 2.299 0.199 -0.06 0.05 -0.01 0.125
H 3.621 -3.044 1.457 -0.09 -0.03 -0.05 0.079
H 0.818 3.557 1.904 -0.01 -0.05 0.06 0.137
H -2.020 3.613 -0.960 -0.02 0.02 0.04 0.127
H -0.912 -1.047 -4.288 0.00 0.00 0.01 0.121

***

No. 3
18
Properties=species:S:1:pos:R:3:forces:R:3:lowdin_charge:R:1 method="wB97M-V/def2-TZVPD" orbital_gap_ev="6.840 / 6.839" lumo_ev="-1.384 / -1.384" relative_energy_kcal_mol=0.0 largest_force_ev_per_a=6.73
Cl 2.543 -1.320 -1.840 -0.30 0.56 0.35 -0.284
O -0.461 1.983 1.880 0.13 -0.17 0.19 0.187
O 0.217 -2.056 1.931 -0.87 -1.55 1.00 0.107
O -1.370 1.745 3.973 -1.03 -0.39 2.71 0.256
O 1.920 -0.771 1.781 0.74 0.17 0.46 0.103
N 0.877 -1.228 1.390 0.49 0.97 -0.61 -0.371
N 0.432 1.014 -1.433 -1.51 -3.99 1.87 0.103
C -0.895 1.844 2.952 0.91 0.55 -2.89 -0.416
C 0.344 -0.638 0.186 0.92 0.96 -0.86 -0.215
C -0.756 -1.192 -0.399 0.02 -2.09 1.93 -0.012
C -0.665 0.423 -2.026 -2.28 1.94 -0.68 -0.026
C 1.094 0.419 -0.377 -5.30 -2.61 -3.22 -0.084
C -1.397 -0.642 -1.467 -0.28 1.21 -2.39 -0.027
H -1.134 1.074 -2.871 1.19 -1.46 1.44 0.165
H -2.416 -1.050 -1.868 2.42 0.97 0.55 0.162
H 0.822 1.757 -1.887 1.41 2.21 -1.40 0.126
H 1.898 0.805 0.043 3.55 1.87 1.63 0.076
H -1.055 -2.166 0.031 -0.21 0.84 -0.07 0.150

***

No. 4
13
Properties=species:S:1:pos:R:3:forces:R:3:lowdin_charge:R:1 method="wB97M-V/def2-TZVPD" orbital_gap_ev=10.184 lumo_ev=0.808 smiles="c1cn[nH]c1.C=O" relative_energy_kcal_mol=46.7 largest_force_ev_per_a=0.52
O -1.585 -2.080 0.494 -0.38 0.32 -0.16 -0.016
N 1.834 0.197 -0.867 0.07 -0.16 -0.05 -0.047
N 1.584 1.510 -0.951 -0.15 -0.04 0.18 0.014
C 0.712 1.737 0.021 -0.01 0.10 0.00 -0.184
C 1.148 -0.420 0.122 0.02 0.09 -0.01 -0.118
C -2.372 -1.259 0.095 0.18 -0.22 0.10 -0.137
C 0.400 0.559 0.734 0.05 -0.03 -0.01 -0.113
H -2.070 -0.217 -0.123 0.03 -0.12 0.02 0.071
H -3.440 -1.505 -0.071 0.13 -0.04 0.03 0.081
H 2.487 -0.214 -1.515 -0.11 0.03 0.11 0.147
H 1.231 -1.482 0.308 -0.02 0.17 -0.04 0.113
H 0.335 2.740 0.175 0.07 -0.15 -0.01 0.095
H -0.265 0.434 1.577 0.12 0.04 -0.14 0.092